Molecular formula: C9H10N2O3
Method: DFT, the ωB97M-V functional and the def2-TZVPD basis

```
24
C9H10N2O3 (the ωB97M-V functional and the def2-TZVPD basis)
O -3.13 -0.17 0.77
N -2.29 0.64 0.38
O -2.65 2.01 0.10
C -1.01 0.39 0.09
C -0.26 -0.81 0.53
C 1.19 -0.35 0.22
C 2.30 -1.14 0.44
C 3.57 -0.56 0.25
C 3.58 0.70 -0.23
C 2.41 1.49 -0.44
C 1.17 0.92 -0.33
N -0.16 1.36 -0.40
H -3.40 2.01 -0.51
H -0.65 -1.72 0.06
H -0.37 -1.02 1.64
H 2.04 -2.19 0.86
H 4.48 -0.87 0.63
H 4.56 1.06 -0.55
H 2.61 2.49 -0.80
H -0.42 2.31 -0.66
C -3.35 -1.66 -0.49
O -2.75 -1.15 -1.40
H -2.94 -2.38 0.19
H -4.51 -1.35 -0.35
```

Values from the calculation:
relative energy (zero: lowest compared OMol25 entry of this formula, charge and spin)	574.6	kJ/mol
E	-18612.601	eV
total charge	0
Kohn-Sham gap	8.49	eV
LUMO energy	0.7	eV

Results of the natural (NBO) charge analysis, in e, for atoms 1 through 4: -0.49, 0.30, -0.59, 0.41

Molecular formula: C9H10N4S
Method: DFT, the ωB97M-V functional and the def2-TZVPD basis

```
24
C9H10N4S (the ωB97M-V functional and the def2-TZVPD basis)
C -3.25 -0.32 1.53
C -1.55 0.12 0.08
C 0.34 0.06 -1.50
C 2.55 0.21 -3.15
C 0.77 -0.33 0.77
C 1.57 -0.27 2.96
C 0.27 -0.06 3.39
C -0.75 0.27 2.47
C -0.49 0.05 1.05
H -4.06 -1.02 1.19
H -3.57 0.38 2.35
H -2.43 -0.99 2.21
H -3.45 0.21 -0.42
H 3.00 -0.43 -2.03
H 2.95 -0.08 -4.29
H 2.91 1.31 -2.95
H 2.37 -0.36 3.59
H 0.18 0.31 4.39
H -1.71 0.89 2.67
N -2.81 0.33 0.33
N -1.05 0.32 -1.19
N 1.21 -0.30 -0.64
N 1.87 -0.41 1.61
S 0.78 0.11 -3.32
```

Values from the calculation:
relative energy (zero: lowest compared OMol25 entry of this formula, charge and spin)	389.0	kJ/mol
E	-26287.025	eV
total charge	0
Kohn-Sham gap	8.02	eV
LUMO energy	-0.3	eV

Results of the natural (NBO) charge analysis, in e, for atoms 1 through 4: -0.44, 0.47, 0.32, -0.84

Molecular formula: C9H10N4Sn
Method: DFT, the ωB97M-V functional and the def2-TZVPD basis

```
24
C9H10N4Sn (the ωB97M-V functional and the def2-TZVPD basis)
C -0.41 1.04 -2.31
C 0.99 1.17 -2.07
C 1.16 2.00 -0.93
C -0.13 2.36 -0.45
C -1.10 1.76 -1.30
Sn 0.02 -0.02 -0.23
N -1.30 -1.32 -0.20
C -0.34 -2.37 -0.72
C 1.05 -1.71 -0.92
H 2.11 2.27 -0.47
H 1.79 0.73 -2.67
H -0.35 2.96 0.44
H -2.19 1.83 -1.19
H -0.87 0.44 -3.10
H 1.41 -1.78 -1.95
H -0.29 -3.21 0.00
H -2.27 -1.62 -0.21
H 1.80 -2.07 -0.21
H -0.72 -2.76 -1.69
N -0.13 0.28 1.77
C -0.12 0.50 2.91
N -0.11 0.79 4.27
C -0.03 -0.22 5.22
N 0.04 -1.05 6.01
```

Values from the calculation:
relative energy (zero: lowest compared OMol25 entry of this formula, charge and spin)	0.0	kJ/mol
E	-21281.617	eV
total charge	0
Kohn-Sham gap	9.11	eV
LUMO energy	0.2	eV

Results of the natural (NBO) charge analysis, in e, for atoms 1 through 4: -0.35, -0.32, -0.35, -0.31

Molecular formula: C9H10NO6Os
Method: DFT, the ωB97M-V functional and the def2-TZVPD basis

```
27
C9H10NO6Os (the ωB97M-V functional and the def2-TZVPD basis)
O 5.26 -3.10 -3.87
C 4.61 -2.43 -3.20
Os 1.69 0.46 -0.35
O 0.69 -1.28 -2.73
C 1.07 -0.63 -1.85
C 1.47 1.93 0.96
O 1.38 2.79 1.73
C 3.18 1.22 -1.22
O 4.10 1.68 -1.75
C 2.73 -0.80 0.62
O 3.38 -1.57 1.19
H 3.54 -1.40 -2.15
C -3.63 0.46 1.06
N -2.29 -0.11 1.16
C -2.04 -1.12 2.17
C -1.27 0.30 0.42
C -1.43 1.35 -0.62
O -0.15 -0.28 0.66
H -4.26 -0.04 1.80
H -4.05 0.31 0.06
H -3.61 1.54 1.27
H -1.65 -2.05 1.72
H -1.31 -0.77 2.92
H -2.99 -1.32 2.67
H -1.83 2.28 -0.17
H -0.46 1.58 -1.09
H -2.13 1.01 -1.40
```

Values from the calculation:
2S+1	5
relative energy (zero: lowest compared OMol25 entry of this formula, charge and spin)	17.3	kJ/mol
E	-25698.609	eV
total charge	+3
Kohn-Sham gap (spin up / spin down)	5.33 / 6.32	eV
LUMO energy (spin up / spin down)	-12.5 / -16.2	eV

Results of the natural (NBO) charge analysis, in e, for atoms 1 through 4: -0.35, 0.58, 0.59, -0.27

Molecular formula: C9H10O2
Method: DFT, the ωB97M-V functional and the def2-TZVPD basis

```
21
C9H10O2 (the ωB97M-V functional and the def2-TZVPD basis)
C -3.31 0.94 0.30
C -2.42 0.42 -0.78
C -2.77 0.63 1.47
C -1.33 -0.29 0.01
C 0.67 -1.62 -0.95
C -0.42 -1.07 -0.47
C 1.98 -0.86 -1.01
C 2.58 -0.36 0.34
C 2.61 1.11 0.67
O -1.57 -0.12 1.33
O 1.77 1.92 0.48
H -4.07 1.70 0.28
H -3.03 -0.33 -1.38
H -2.97 0.91 2.48
H 0.53 -2.69 -1.23
H 2.72 -1.58 -1.31
H 2.02 0.01 -1.77
H 2.12 -0.75 1.27
H 3.74 -0.63 0.36
H 3.34 1.44 1.43
H -2.18 1.23 -1.52
```

Values from the calculation:
2S+1	3
relative energy (zero: lowest compared OMol25 entry of this formula, charge and spin)	83.1	kJ/mol
E	-13582.095	eV
total charge	0
Kohn-Sham gap (spin up / spin down)	5.14 / 6.90	eV
LUMO energy (spin up / spin down)	0.9 / -1.9	eV

Results of the natural (NBO) charge analysis, in e, for atoms 1 through 4: -0.24, -0.52, 0.10, 0.29

Molecular formula: C9H10O3
Method: DFT, the ωB97M-V functional and the def2-TZVPD basis

```
22
C9H10O3 (the ωB97M-V functional and the def2-TZVPD basis)
C -0.47 0.68 -2.73
C -0.49 0.51 -1.19
C -1.88 0.23 -0.65
C 0.36 1.62 -0.56
O 0.27 1.96 0.61
C 0.66 -0.61 -0.60
O 1.48 -1.07 -1.36
C 0.73 -0.86 0.83
C 1.81 -1.03 1.63
C 1.37 -1.15 2.94
C 0.02 -1.02 2.89
O -0.36 -0.81 1.60
H -1.05 1.56 -2.97
H 0.48 0.47 -3.27
H -1.12 -0.17 -3.16
H -2.31 -0.63 -1.08
H -2.67 0.99 -0.98
H -1.97 0.32 0.45
H 0.87 2.21 -1.32
H 2.84 -0.92 1.38
H 2.05 -1.33 3.84
H -0.60 -0.98 3.69
```

Values from the calculation:
relative energy (zero: lowest compared OMol25 entry of this formula, charge and spin)	285.3	kJ/mol
E	-15635.045	eV
total charge	0
Kohn-Sham gap	9.16	eV
LUMO energy	0.0	eV

Results of the natural (NBO) charge analysis, in e, for atoms 1 through 4: -0.64, -0.20, -0.63, 0.42

Molecular formula: C9H10O3
Method: DFT, the ωB97M-V functional and the def2-TZVPD basis

```
22
C9H10O3 (the ωB97M-V functional and the def2-TZVPD basis)
C 1.98 2.31 -0.72
O 2.24 0.90 0.13
C 1.31 -0.18 0.02
C 0.02 0.24 0.00
C -1.07 -0.58 -0.28
C -2.52 -0.16 -0.16
C -2.81 0.71 0.98
O -3.46 -0.65 -0.81
C -0.63 -1.99 -0.44
C 0.72 -2.42 -0.28
C 1.74 -1.48 0.02
O 3.00 -1.77 0.42
H 0.91 2.35 -0.98
H 2.67 2.27 -1.58
H 2.26 3.16 0.02
H -0.18 1.27 0.11
H -2.09 1.52 1.14
H -3.70 1.25 0.60
H -3.19 0.33 1.97
H -1.42 -2.73 -0.27
H 0.83 -3.46 -0.08
H 3.39 -0.90 0.19
```

Values from the calculation:
relative energy (zero: lowest compared OMol25 entry of this formula, charge and spin)	309.4	kJ/mol
E	-15634.795	eV
total charge	0
Kohn-Sham gap	8.94	eV
LUMO energy	0.3	eV

Results of the natural (NBO) charge analysis, in e, for atoms 1 through 4: -0.24, -0.59, 0.20, -0.21

Molecular formula: C9H10O5Yb
Method: DFT, the ωB97M-V functional and the def2-TZVPD basis

```
25
C9H10O5Yb (the ωB97M-V functional and the def2-TZVPD basis)
Yb -0.66 -0.78 -0.55
C 1.75 -1.65 -0.08
C 1.00 -2.34 0.89
C 0.05 -3.08 0.18
C 0.20 -2.96 -1.28
C 1.27 -2.04 -1.39
H 2.56 -0.93 0.08
H 1.20 -2.25 1.95
H -0.60 -3.91 0.63
H -0.30 -3.54 -2.06
H 1.88 -1.88 -2.30
O -0.78 1.89 2.91
C -0.44 1.15 1.88
O -0.89 0.01 1.68
C 0.53 1.84 0.97
O 0.32 1.46 -0.34
C -0.49 2.38 -1.17
C -1.87 1.77 -1.64
O -2.62 2.54 -2.19
O -2.03 0.46 -1.49
H -1.32 1.40 3.52
H 1.56 1.65 1.34
H 0.42 2.91 1.10
H 0.06 2.63 -2.08
H -0.80 3.27 -0.58
```

Values from the calculation:
2S+1	2
E	-51257.490	eV
total charge	+1
Kohn-Sham gap (spin up / spin down)	9.35 / 8.62	eV
LUMO energy (spin up / spin down)	-3.6 / -4.4	eV

Results of the natural (NBO) charge analysis, in e, for atoms 1 through 4: 2.16, -0.36, -0.29, -0.41

Molecular formula: C9H10S
Method: DFT, the ωB97M-V functional and the def2-TZVPD basis

```
20
C9H10S (the ωB97M-V functional and the def2-TZVPD basis)
C 0.12 1.66 0.11
C -1.19 0.92 0.33
C -1.39 2.31 -0.27
C 1.32 0.69 -0.06
C 2.78 1.09 -0.12
C 0.20 -1.40 0.17
C -0.98 -0.47 -0.36
C 1.53 -0.70 0.07
C -2.29 -1.26 -0.27
S 3.27 -0.69 -0.01
H 0.45 2.46 0.78
H -1.65 0.79 1.31
H 3.11 1.55 -1.05
H 3.16 1.65 0.73
H 0.01 -1.67 1.21
H 0.16 -2.32 -0.42
H -0.76 -0.27 -1.41
H -2.48 -1.56 0.76
H -2.25 -2.15 -0.89
H -3.12 -0.64 -0.61
```

Values from the calculation:
relative energy (zero: lowest compared OMol25 entry of this formula, charge and spin)	517.6	kJ/mol
E	-20323.147	eV
total charge	0
Kohn-Sham gap (spin up / spin down)	7.12 / 7.12	eV
LUMO energy (spin up / spin down)	-0.6 / -0.6	eV

Results of the natural (NBO) charge analysis, in e, for atoms 1 through 4: -0.39, -0.41, 0.25, -0.06

Molecular formula: C9H11AsNO8RhS
Method: DFT, the ωB97M-V functional and the def2-TZVPD basis

```
32
C9H11AsNO8RhS (the ωB97M-V functional and the def2-TZVPD basis)
Rh -0.67 1.01 1.28
O 0.86 -0.56 2.42
As 2.08 -0.05 1.20
O 3.56 0.24 1.84
O 1.17 1.24 0.57
C 2.19 -1.48 0.02
C 3.32 -2.28 0.29
C 3.64 -3.27 -0.57
C 2.88 -3.49 -1.71
C 1.70 -2.78 -1.93
C 1.33 -1.74 -1.07
S -0.27 -1.00 -1.28
O -1.01 -1.99 -2.01
O -0.04 0.27 -1.96
O -0.88 -0.74 0.07
H 1.27 -0.32 3.27
H 3.93 -2.00 1.16
H 4.46 -3.89 -0.44
H 3.03 -4.35 -2.40
H 1.01 -3.00 -2.76
N -1.43 2.23 -0.49
C -2.93 2.21 -0.57
C -3.53 2.96 0.59
C -3.21 2.57 2.02
O -3.79 3.03 2.99
O -2.28 1.60 2.15
H -1.06 3.15 -0.42
H -0.97 1.86 -1.33
H -3.14 1.17 -0.56
H -3.38 2.51 -1.55
H -4.63 2.86 0.66
H -3.22 3.99 0.54
```

Values from the calculation:
2S+1	5
relative energy (zero: lowest compared OMol25 entry of this formula, charge and spin)	0.0	kJ/mol
E	-102060.266	eV
total charge	0
Kohn-Sham gap (spin up / spin down)	10.02 / 6.97	eV
LUMO energy (spin up / spin down)	0.0 / -3.2	eV

Results of the natural (NBO) charge analysis, in e, for atoms 1 through 4: 1.65, -1.04, 2.41, -1.09